(1)
C7H12O | wB97M-V/def2-TZVPD

```
! wB97M-V def2-TZVPD RIJCOSX def2/J DEFGRID3
* xyz 0 1
O -0.2628 -3.5840 0.6628
C 0.7662 2.9982 -1.2323
C 0.5863 1.5198 -0.9651
C -0.6732 -2.6508 -0.0200
C 0.1551 -1.4289 -0.4124
C -0.4726 -0.3117 0.3962
C -0.0866 1.8336 1.3957
C 0.0080 1.0137 0.1522
H 0.6706 3.7023 -0.3425
H -0.5219 1.2747 2.1771
H -1.7710 -2.7116 -0.5521
H -0.0416 3.3171 -1.8008
H 1.2836 -1.6233 -0.1913
H -0.6252 -0.5872 1.4805
H 1.6592 3.2535 -1.8334
H -1.5859 -0.3056 0.0255
H 0.8410 2.1622 1.8304
H 0.8218 0.9725 -1.8891
H 0.3799 -1.3530 -1.4483
H -0.7073 2.7272 1.3560
*
```

Output
SMILES string	C/C=C(\C)CCC=O
HOMO energy	-0.32452	Eh
energy	-349.07257	hartree
gap between HOMO and LUMO	9.782	eV
ΔE to the lowest compared entry with this formula, charge and spin	199.7	kJ/mol
LUMO level	0.95	eV



(2)
C7H12O | wB97M-V/def2-TZVPD

```
! wB97M-V def2-TZVPD RIJCOSX def2/J DEFGRID3
* xyz 0 1
O -1.5942 2.1460 1.8618
C -0.5615 1.8734 1.3158
C -1.0214 -0.6072 -0.7358
C 0.1637 -0.5506 1.4377
C -1.0890 -0.7359 -2.2372
C 0.5037 0.9200 1.8431
C 1.4830 -0.5154 -0.8025
C 0.1602 -0.5746 -0.1153
H 1.6451 -0.0015 -1.7549
H 0.3583 0.9878 2.9348
H 2.1318 0.1243 -0.1756
H -1.9727 -0.5040 -0.2319
H 0.8493 -1.3475 1.7269
H -2.1148 -0.6136 -2.6107
H 2.0518 -1.4441 -0.7538
H -0.5850 0.0822 -2.7759
H 1.5135 1.1351 1.4976
H -0.6542 -1.6608 -2.5569
H -0.8012 -0.7935 1.9074
H -0.4665 2.0801 0.2256
*
```

Output
SMILES string	C/C=C(\C)CCC=O
HOMO energy	-0.33217	Eh
energy	-349.10424	hartree
gap between HOMO and LUMO	9.973	eV
ΔE to the lowest compared entry with this formula, charge and spin	116.6	kJ/mol
LUMO level	0.93	eV



(3)
C7H12O | wB97M-V/def2-TZVPD

```
! wB97M-V def2-TZVPD RIJCOSX def2/J DEFGRID3
* xyz 0 1
O -0.6198 1.8124 2.7332
C -0.0523 1.9211 1.4952
C 0.1391 -1.9613 -1.4999
C 0.6000 3.0152 1.1050
C 0.3083 0.3232 -0.3582
C -0.4732 0.8532 0.5708
C -0.0883 -2.6944 -0.1928
C -0.2312 -0.4788 -1.5160
H -1.5373 0.6657 0.6018
H -0.2274 2.4384 3.3434
H 0.2033 -2.0784 0.6341
H 0.4511 -3.6452 -0.2192
H 0.1365 0.0341 -2.4111
H -0.3727 -2.4301 -2.3177
H -1.1245 -3.0108 -0.0386
H 0.6533 3.8644 1.7870
H 1.1716 -2.0088 -1.8068
H -1.3057 -0.2837 -1.6274
H 0.9797 3.2373 0.1188
H 1.3897 0.4264 -0.4016
*
```

Output
SMILES string	C=C(O)/C=C/CCC
HOMO energy	-0.31731	Eh
energy	-349.10661	hartree
gap between HOMO and LUMO	9.608	eV
ΔE to the lowest compared entry with this formula, charge and spin	110.4	kJ/mol
LUMO level	0.97	eV



(4)
C7H12O | wB97M-V/def2-TZVPD

```
! wB97M-V def2-TZVPD RIJCOSX def2/J DEFGRID3
* xyz 0 1
O -1.3132 -0.5236 -0.8893
C 2.1371 -0.2839 0.5684
C 0.7308 1.5409 -0.3540
C 0.8718 0.2004 -0.1070
C 0.2159 -2.2557 -0.4943
C -0.0669 -0.7820 -0.4794
C -1.9012 1.2704 0.7164
C -2.0192 0.5364 -0.5492
H -0.0611 2.0317 -0.8827
H 1.9134 -0.8203 1.4930
H 1.5846 2.1891 -0.2231
H -2.8882 1.4189 1.1536
H -1.3129 0.8443 1.5339
H -2.8230 0.7339 -1.2413
H -1.3637 2.2232 0.5341
H 1.2340 -2.4794 -0.8006
H 0.0445 -2.7007 0.4896
H -0.4657 -2.7383 -1.1936
H 2.7819 0.5556 0.8055
H 2.7012 -0.9609 -0.0799
*
```

Output
HOMO energy (alpha / beta)	-0.24712 / -0.25098	Eh
energy	-349.02562	hartree
gap between HOMO and LUMO (alpha / beta)	7.737 / 7.389	eV
ΔE to the lowest compared entry with this formula, charge and spin	323.0	kJ/mol
LUMO level (alpha / beta)	1.01 / 0.56	eV



(5)
C7H12O2 | wB97M-V/def2-TZVPD

```
! wB97M-V def2-TZVPD RIJCOSX def2/J DEFGRID3
* xyz 0 1
O -0.9392 -0.6192 1.3822
O 0.0560 1.2896 1.0507
C -0.0729 0.2794 2.0605
C -0.8269 0.0604 -0.8656
C 1.7391 1.0002 -0.7466
C -2.1405 0.6863 -0.5429
C -0.1579 -0.8367 0.1038
C 0.4251 0.4995 -0.1480
C 0.6676 -2.0781 -0.1513
H -2.8811 0.2758 -1.5325
H -2.4386 0.6379 0.5937
H -0.4653 0.8372 2.9428
H 2.5293 1.4449 0.0461
H 0.9590 -0.1882 2.1913
H 2.0058 -1.5145 -0.7248
H -2.0727 1.9060 -0.7840
H 1.3559 1.8790 -1.4567
H -0.7881 -0.2741 -1.8290
H 0.8215 -2.7331 1.0606
H -0.0980 -2.8474 -1.2241
H 2.3219 0.2949 -1.4262
*
```

Output
HOMO energy	-0.34751	Eh
energy	-424.09500	hartree
gap between HOMO and LUMO	9.837	eV
ΔE to the lowest compared entry with this formula, charge and spin	790.3	kJ/mol
LUMO level	0.38	eV



(6)
C7H12O3S | wB97M-V/def2-TZVPD

```
! wB97M-V def2-TZVPD RIJCOSX def2/J DEFGRID3
* xyz 0 1
S 2.2018 -0.0719 -0.3189
O -0.8752 0.1531 0.6714
O -0.0574 0.9187 -1.3139
O 3.4581 -0.4581 0.4147
C -0.8968 2.5776 0.2081
C 1.2618 1.3247 0.6211
C 0.9842 -1.4123 0.2120
C -0.5245 -0.3543 -1.4753
C -1.3718 -2.1649 0.3251
C -0.4827 -1.0115 -0.0629
C -0.1950 1.2612 0.1085
H -2.3001 -2.0245 -0.1216
H -0.6695 3.3149 -0.5215
H -1.6619 -0.4609 -1.8815
H 1.3660 -2.1725 -0.3574
H 1.5358 0.9752 1.7021
H 1.0863 -1.6123 1.2086
H -1.6013 -2.2196 1.3462
H -0.5666 3.0074 1.2053
H 0.1071 -0.9775 -2.3046
H -0.7618 -2.9982 0.0275
H 1.8708 2.1081 0.2471
H -1.9073 2.2976 0.0600
*
```

Output
HOMO energy	-0.32433	Eh
energy	-897.73807	hartree
gap between HOMO and LUMO	9.597	eV
ΔE to the lowest compared entry with this formula, charge and spin	218.1	kJ/mol
LUMO level	0.77	eV



no.,largest force on an atom (eV Å⁻¹)
1,3.83
2,2.29
3,1.06
4,0.85
5,4.99
6,5.50